Record 1
# C3H7ClO2P

A 2-piece molecular cluster, C3H7ClO2P overall at a distorted geometry (ωB97M-V/def2-TZVPD, OMol25).

XYZ file:
```
14
Properties=species:S:1:pos:R:3:forces:R:3:nbo_charge:R:1
Cl -2.528741 -1.437503 -1.609864 -0.1 -0.1 0.0 -0.948
P 1.323272 1.011270 -1.621906 2.9 -0.3 -1.9 2.228
O 2.604321 0.358475 -2.050471 -1.8 0.2 1.1 -1.036
O 0.994016 2.347258 -2.117987 -0.6 0.4 0.4 -1.042
C 0.529436 -1.140895 -0.025555 0.5 -0.3 1.9 -0.629
C 0.060878 0.131501 -0.761720 0.7 -0.9 0.4 -0.679
C -0.677741 1.145135 0.148932 5.4 2.0 -1.5 -0.564
H -0.432309 -0.328639 -1.685893 -0.7 0.8 1.1 0.356
H -0.863154 2.072661 -0.374546 -0.4 0.1 -0.3 0.230
H 0.115012 1.471526 0.923807 -1.3 -0.7 -0.7 0.177
H -1.495713 0.811491 0.584493 -3.8 -1.9 1.9 0.225
H -0.307927 -1.807701 -0.051894 -0.8 -0.3 0.3 0.263
H 0.953511 -1.136549 1.042363 -1.1 1.0 -1.1 0.193
H 1.301845 -1.734877 -0.444757 0.9 0.0 -1.4 0.225
```
Positions in Å, forces in eV/Å.

Properties
* HOMO-LUMO gap: 0.28417 Ha
* spin multiplicity: 1
* charge: -1
* LUMO: 3.2 eV
* relative energy (zero: lowest compared OMol25 entry of this formula, charge and spin): 132.63 kJ/mol

=====

Record 2
# C8H11F2NOS

A 2-piece molecular cluster, C8H11F2NOS overall at a distorted geometry (ωB97M-V/def2-TZVPD, OMol25).

XYZ file:
```
24
Properties=species:S:1:pos:R:3:forces:R:3:nbo_charge:R:1
S 2.735558 -0.043086 3.991187 0.0 -0.1 -0.2 0.260
F -0.429833 0.881555 0.008379 -5.2 0.0 -1.7 -0.297
F -2.979285 0.303510 -0.671155 0.0 0.0 0.0 -0.330
O 1.357288 0.848626 0.474849 5.4 -0.3 1.7 -0.549
N 2.188363 -0.950382 1.621796 0.0 -0.3 0.1 -0.626
C -0.772109 0.639876 -1.267013 -0.3 0.0 0.2 0.137
C 2.700819 -1.396645 2.840958 -0.1 0.1 0.0 0.044
C -3.590212 1.061545 -3.434791 -0.1 0.1 0.0 -0.604
C 3.102272 -2.636970 3.107441 0.0 0.0 0.1 -0.518
C 1.811436 0.360147 1.483411 0.1 0.4 -0.2 0.663
C -2.504514 0.075346 -2.998603 0.0 -0.1 0.0 -0.458
C -2.017660 0.350087 -1.615278 0.3 0.0 -0.2 0.317
C 2.045532 1.119154 2.785347 -0.1 0.1 -0.1 -0.632
H 3.050070 -3.415445 2.354944 0.0 0.1 0.1 0.207
H -2.900700 -0.947853 -3.033951 0.0 0.1 0.0 0.215
H 0.048932 0.699976 -1.970360 0.0 0.0 0.1 0.180
H 2.730661 1.946250 2.591353 0.0 -0.1 0.0 0.247
H 3.489287 -2.897659 4.085924 -0.1 0.1 -0.2 0.219
H -3.202475 2.086001 -3.453488 -0.1 -0.2 0.0 0.209
H -1.651236 0.110700 -3.685036 -0.1 0.0 0.1 0.219
H 2.088760 -1.576422 0.835093 0.0 0.1 0.1 0.418
H 1.094524 1.533038 3.127115 0.1 -0.1 0.0 0.249
H -3.958302 0.815888 -4.434882 0.0 0.0 0.1 0.211
H -4.437177 1.032764 -2.743240 0.1 0.0 -0.1 0.216
```
Positions in Å, forces in eV/Å.

Properties
* HOMO-LUMO gap: 0.33594 Ha
* spin multiplicity: 1
* SMILES: C=C1NC(=O)CS1.CC/C(F)=C/F
* LUMO: 0.7 eV
* relative energy (zero: lowest compared OMol25 entry of this formula, charge and spin): 0.00 kJ/mol

=====

Record 3
# C58H47N3O4PSe2TeW

C58H47N3O4PSe2TeW as an isolated structure at a distorted geometry (ωB97M-V/def2-TZVPD, OMol25).

XYZ file:
```
117
Properties=species:S:1:pos:R:3:forces:R:3:mulliken_charge:R:1
W -0.317256 -0.741066 -0.408308 -1.3 0.7 -1.6 -0.043
Te -1.394738 -0.910040 4.422840 0.7 -0.3 0.9 0.327
Se 2.562438 -1.144143 -0.137263 -0.6 -0.4 -0.7 0.080
Se 0.131783 -2.305845 -2.461233 0.5 0.5 0.3 -0.417
P 2.158024 -1.492446 -2.234510 0.8 0.1 -0.2 0.432
O -0.392134 0.760384 -2.083306 0.2 0.4 1.1 0.655
O -0.921322 -2.914039 2.059604 0.6 -0.2 -0.3 -0.329
O -1.909336 0.362193 0.105698 0.6 0.2 0.9 1.090
O -2.492712 1.610353 3.076846 -0.4 0.5 -0.4 -0.706
N 0.767138 1.103795 1.762087 -0.1 0.3 0.1 -0.301
N 0.497544 0.859865 0.470889 -0.3 -0.1 -0.6 0.737
N -1.789029 -2.296895 -0.002045 -0.5 0.0 -1.1 -0.760
C -3.171877 0.117368 0.423087 -0.8 -0.5 -0.5 -0.386
C 3.119719 -3.044007 3.383668 0.0 0.0 0.1 -0.174
C 3.053414 -3.811160 -3.549811 -0.1 0.2 0.1 -0.312
C 0.735458 0.372236 2.814628 -0.2 -0.1 -0.6 0.653
C -5.159811 -1.206445 0.079308 0.0 0.1 0.1 -0.532
C 4.731655 -2.271151 -2.732435 -0.1 -0.1 -0.1 -0.468
C 3.401647 -2.625785 -2.921226 -0.4 0.2 0.1 1.281
C 2.931469 1.170916 -2.709616 0.1 -0.2 0.1 -0.394
C 5.724214 -3.113199 -3.194116 0.0 0.1 0.1 -0.842
C -2.624336 4.453171 -0.752957 0.0 0.1 -0.1 -0.855
C -2.802682 -3.999156 -3.882160 0.0 0.0 -0.1 -0.448
C -3.803087 -1.011463 -0.134502 0.6 0.6 0.3 0.382
C -7.339922 -0.561488 1.116864 0.0 -0.1 0.1 -1.576
C -1.381823 0.811222 -3.111221 -0.5 -0.3 -0.4 -1.303
C -1.911997 5.453030 -0.107793 0.0 -0.1 0.0 -0.396
C -3.875501 0.952662 1.295026 0.5 -0.5 -0.1 0.229
C 1.245186 3.175551 0.126493 0.0 -0.4 0.0 -0.568
C -3.822565 -1.576333 -2.992515 0.2 -0.2 0.3 -0.886
C 0.204597 -2.088335 1.963678 -0.9 -0.7 0.4 1.453
C -3.041292 -2.358617 -2.122557 -0.2 -0.5 -0.9 0.555
C 1.697534 3.189259 5.146839 0.1 0.1 0.1 -1.023
C 0.623227 2.003225 -0.315968 0.0 0.5 -0.6 0.026
C -3.552956 -3.203458 -4.735046 0.1 0.0 0.1 -0.708
C 1.937527 1.152918 -5.306183 -0.1 0.0 -0.1 -0.715
C -2.542245 -3.587377 -2.588505 -0.3 0.3 0.4 -0.538
C 5.314173 -2.155181 3.025910 0.0 -0.1 0.0 -0.511
C 4.057364 -4.648952 -4.004411 0.0 -0.1 -0.1 -0.786
C 2.301239 0.044436 -3.217007 0.0 -0.5 0.3 0.855
C 3.067497 2.289264 -3.512861 0.1 0.0 -0.1 -0.574
C 0.101724 2.002977 -1.622603 0.2 0.0 0.3 0.250
C -2.040547 -2.375923 1.424083 -0.3 0.3 1.1 -0.058
C 1.296255 4.298225 -0.670149 0.0 0.0 -0.1 -1.122
C 1.366032 2.488800 4.001473 -0.1 -0.2 -0.1 -0.301
C -2.994750 3.312947 -0.068071 0.0 0.0 0.2 -0.092
C 2.571847 2.280819 -4.806189 0.1 0.0 0.1 -0.640
C 1.804511 0.027436 -4.515422 0.1 -0.1 0.1 -0.756
C 1.409597 1.202724 6.446359 -0.1 -0.1 -0.1 -1.187
C 1.734250 2.546041 6.372584 0.0 0.0 0.0 -0.799
C -2.618265 3.143473 1.265914 0.2 0.5 -0.1 0.557
C 4.429334 -3.218329 2.974423 0.0 -0.1 -0.1 -0.903
C -5.215894 0.711145 1.528573 0.4 0.1 -0.1 -0.730
C 1.058832 1.132544 4.047403 0.3 0.5 0.7 0.357
C 1.061825 0.499740 5.303358 0.0 0.4 -0.2 1.214
C -1.541370 5.294175 1.219278 0.0 0.1 0.1 -0.877
C -2.831334 -1.904116 -0.770163 0.7 0.1 0.7 -0.116
C 0.650081 -0.910643 5.355507 -0.4 -0.4 0.2 -0.767
C 5.386061 -4.298542 -3.829714 0.0 -0.1 0.0 -0.495
C 0.343635 -1.057785 3.054997 -0.5 -0.1 -0.2 -0.545
C 0.728834 4.292710 -1.932170 0.0 -0.2 0.0 -1.199
C 1.191819 -1.706104 4.175904 -0.2 -0.2 0.2 -0.643
C -5.879690 -0.334834 0.888853 0.1 -0.2 -0.1 0.501
C 3.563455 -0.755376 3.896884 0.1 0.1 0.1 0.017
C 2.659549 -1.810445 3.849149 0.1 -0.1 0.0 0.350
C -2.974325 1.919115 2.004012 0.1 0.0 0.1 -0.131
C 4.876583 -0.930381 3.496023 0.1 0.1 0.0 -1.009
C -4.060875 -1.990986 -4.285330 0.0 0.0 -0.1 -0.686
C 0.136757 3.136486 -2.414807 -0.1 -0.2 0.0 0.243
C -1.875435 4.139663 1.901756 -0.2 -0.2 0.0 -0.066
H 1.556891 1.146385 -6.315921 0.0 0.0 -0.1 0.459
H 6.340382 -2.287814 2.720218 0.1 0.0 0.0 0.438
H -2.866086 -3.065825 1.633471 0.1 0.2 -0.2 0.391
H 0.752636 -1.366629 6.338753 -0.1 0.0 -0.1 0.743
H 6.165909 -4.958406 -4.176512 0.1 -0.1 -0.1 0.394
H 1.078640 -2.758026 1.982489 -0.2 0.4 -0.5 0.077
H -1.820641 -0.189064 -3.195742 0.3 0.3 0.1 -0.086
H 0.205975 -1.659818 0.917608 1.1 -0.8 1.6 -0.494
H -4.224955 -0.637256 -2.636867 0.0 0.0 0.0 0.489
H 1.325516 -0.870514 -4.887162 -0.1 0.0 -0.1 0.472
H 2.684537 3.153947 -5.429572 0.0 0.1 -0.1 0.450
H -3.583724 2.553829 -0.564040 0.0 0.0 0.0 0.425
H 1.693767 3.163811 1.103052 0.0 0.1 0.1 0.692
H -5.646849 -2.065719 -0.355851 -0.1 -0.1 -0.1 0.555
H -1.593329 3.993862 2.935385 0.0 0.0 0.0 0.527
H 3.263211 0.209123 4.267657 0.0 0.1 0.0 0.336
H 3.565189 3.164282 -3.127592 0.0 0.1 0.1 0.459
H 4.971269 -1.353379 -2.211345 0.1 0.1 0.0 0.409
H 1.777517 5.188990 -0.299815 0.1 0.1 0.1 0.433
H -1.650795 6.358112 -0.637753 0.0 0.0 0.0 0.438
H -7.839348 -0.792363 0.179668 -0.1 0.0 0.0 0.391
H 2.002026 3.087902 7.266529 0.0 0.1 0.1 0.408
H -2.162465 1.534335 -2.863741 0.1 0.0 0.2 0.277
H 6.759270 -2.850850 -3.045973 0.1 0.0 0.0 0.416
H -7.486400 -1.404795 1.789227 -0.1 -0.1 0.1 0.296
H 3.318530 1.167808 -1.698833 0.0 0.0 0.0 0.410
H 0.821559 -2.733147 4.290827 0.0 0.2 -0.1 0.737
H 3.803637 -5.581664 -4.483299 0.0 -0.1 -0.1 0.429
H 0.754599 5.172727 -2.553200 0.0 0.1 -0.1 0.462
H -3.753283 -3.527168 -5.744717 0.0 -0.1 -0.1 0.435
H 1.325884 2.996775 3.054580 0.0 0.1 -0.1 0.243
H -0.284129 3.131186 -3.407127 0.0 -0.1 -0.1 0.407
H -2.283272 -1.389070 1.881505 0.1 -0.5 -0.2 -0.450
H 2.007525 -4.068495 -3.668569 0.0 -0.1 0.0 0.237
H 1.417328 0.687459 7.395596 0.0 0.0 0.1 0.482
H -2.008201 -4.229571 -1.902393 0.1 0.0 0.0 0.494
H -5.750228 1.348185 2.216168 -0.1 0.1 0.1 0.542
H -0.923407 1.075267 -4.068318 0.1 0.0 0.2 0.500
H -2.419640 -4.948513 -4.223775 0.0 -0.1 0.0 0.490
H 1.933160 4.241093 5.081688 0.0 0.1 0.0 0.464
H 4.757019 -4.186874 2.624191 0.0 0.0 0.0 0.444
H -0.994030 6.077086 1.722448 0.1 0.1 0.0 0.449
H -4.645073 -1.367804 -4.946721 -0.1 0.0 0.0 0.462
H -7.808661 0.310168 1.562904 -0.1 0.1 0.0 0.416
H 5.560319 -0.097299 3.557576 0.1 0.1 0.0 0.468
H 2.448999 -3.894274 3.366247 -0.1 0.0 0.0 0.504
H -2.901500 4.571181 -1.790778 0.0 0.0 -0.1 0.404
```
Positions in Å, forces in eV/Å.

Properties
* HOMO-LUMO gap (spin up / spin down): 0.19944 / 0.19927 Ha
* spin multiplicity: 1
* charge: +1
* LUMO (spin up / spin down): -4.1 / -4.1 eV
* relative energy (zero: lowest compared OMol25 entry of this formula, charge and spin): 426.61 kJ/mol

=====

Record 4
# C4H11BS3

A 2-piece molecular cluster, C4H11BS3 overall at a distorted geometry (ωB97M-V/def2-TZVPD, OMol25).

XYZ file:
```
19
Properties=species:S:1:pos:R:3:forces:R:3:nbo_charge:R:1
S -2.730074 0.593382 2.240411 -0.7 0.5 1.6 -0.181
S -1.571629 3.619442 2.015570 -0.1 0.1 2.5 -0.146
S -1.378595 1.616677 -0.310520 0.1 0.8 0.6 -0.149
C 2.349365 -0.292571 -1.240641 -0.9 -1.0 -1.7 -0.644
C 1.167570 -1.206723 -0.847111 2.5 1.6 -1.5 0.030
C -0.062837 -1.182578 -1.654688 -0.8 1.7 0.5 -0.652
C 1.260754 -1.942267 0.203996 2.9 -0.8 2.0 -0.423
B -1.846011 1.958640 1.423584 -0.6 -0.4 0.1 -0.019
H 0.040756 -1.407919 -2.722615 0.2 0.0 0.3 0.226
H -0.810456 -1.878399 -1.169857 0.5 1.1 -0.7 0.216
H 0.379093 -2.411005 0.453777 -1.4 -1.7 1.2 0.184
H -1.802507 3.441581 3.454951 0.2 0.1 -2.5 0.173
H -1.521590 0.304416 -0.230239 -0.3 -0.3 0.1 0.156
H 2.249612 -2.087186 0.754311 -1.8 0.4 -0.5 0.202
H 3.237187 -0.285407 -0.601719 -0.5 -0.2 0.1 0.222
H -3.288711 1.115898 3.469560 1.1 -0.4 -1.9 0.169
H 2.631821 -0.603938 -2.267864 0.3 0.1 0.4 0.207
H 1.980103 0.706327 -1.419628 -0.1 0.6 0.4 0.215
H -0.283852 -0.058369 -1.551277 -0.5 -1.9 -0.9 0.212
```
Positions in Å, forces in eV/Å.

Properties
* HOMO-LUMO gap: 0.34722 Ha
* spin multiplicity: 1
* SMILES: C=C(C)C.SB(S)S
* LUMO: 0.2 eV
* relative energy (zero: lowest compared OMol25 entry of this formula, charge and spin): 0.00 kJ/mol

=====

Record 5
# C5H7N3

One molecule with the formula C5H7N3 at a distorted geometry (ωB97M-V/def2-TZVPD, OMol25).

XYZ file:
```
15
Properties=species:S:1:pos:R:3:forces:R:3:nbo_charge:R:1
N 1.720384 -0.531494 -0.223290 0.9 -0.9 -1.6 -0.468
N -1.006601 0.757838 0.181521 0.2 0.5 -8.6 -0.442
N -0.218245 -0.632016 -1.580744 -1.0 -0.9 -0.1 -0.599
C 1.176437 -0.821495 -1.391159 0.1 1.4 3.6 0.248
C 0.067493 0.853071 1.026649 -0.7 5.2 0.1 -0.043
C -1.190555 -0.138485 -0.784406 1.7 -2.6 -5.6 0.287
C 1.002281 -0.181030 0.997094 2.6 -2.6 0.2 -0.320
C -1.393275 0.698716 1.413760 -4.4 1.5 4.8 -0.205
H 1.951379 -1.355438 -2.146655 -2.6 1.6 1.3 0.219
H -1.825977 -0.347093 1.470488 0.3 1.4 2.0 0.218
H -2.027990 1.737096 1.568735 1.3 -3.0 1.1 0.213
H 0.599824 -1.085152 1.380642 -1.3 -1.3 -0.2 0.224
H 0.475035 1.963942 0.991709 -0.7 -2.3 0.6 0.222
H -2.236404 -0.497683 -1.355610 2.2 1.6 2.6 0.230
H 1.621091 -0.040631 1.876642 1.4 0.5 -0.4 0.217
```
Positions in Å, forces in eV/Å.

Properties
* HOMO-LUMO gap: 0.33001 Ha
* spin multiplicity: 1
* SMILES: C1=NC=NC[C@@H]2CN12
* LUMO: 0.5 eV
* relative energy (zero: lowest compared OMol25 entry of this formula, charge and spin): 624.77 kJ/mol

=====

Record 6
# C3H17N2O3

A 4-piece molecular cluster, C3H17N2O3 overall at a distorted geometry (ωB97M-V/def2-TZVPD, OMol25).

XYZ file:
```
25
Properties=species:S:1:pos:R:3:forces:R:3:nbo_charge:R:1
O -0.109622 3.509782 1.125078 -0.3 -0.3 -0.3 -0.932
O 0.704018 -2.603859 1.514583 1.9 -0.4 1.7 -0.931
O -0.209772 0.165871 2.850943 0.0 -0.1 0.3 -0.973
N 1.406243 -0.847163 -1.722157 0.7 1.4 -0.3 -0.884
N 0.168198 0.888609 0.150552 -1.5 1.2 -0.2 -0.754
C -0.960722 -0.876458 -1.329152 -0.3 -0.8 1.8 -0.430
C 0.109210 -0.709317 -2.416843 -0.4 -1.8 0.0 -0.256
C -1.131362 0.510966 -0.548878 0.7 -3.7 -0.3 -0.248
H -0.164093 -0.698579 3.287177 -0.1 0.2 -0.2 0.506
H 1.359953 -2.111575 2.049173 -0.6 1.3 -0.6 0.457
H 0.146064 1.936356 0.209651 0.7 -0.7 0.2 0.449
H -0.517738 4.239891 0.641780 0.1 0.1 0.1 0.498
H -0.857890 2.985705 1.439076 -0.1 0.4 0.3 0.470
H -0.004445 -1.392749 -3.267062 -0.1 -0.6 0.5 0.212
H -0.010461 0.204116 -2.981684 0.4 0.9 0.5 0.202
H -0.671464 -1.731134 -0.616420 0.1 1.4 -0.8 0.237
H -1.375272 1.106926 -1.415871 -0.2 1.3 0.7 0.227
H 1.798255 -1.771794 -1.570579 -0.8 -0.1 -0.2 0.396
H 2.129944 -0.330897 -2.206321 0.1 0.0 -0.2 0.376
H 0.961357 0.537344 -0.397280 0.2 -0.4 0.0 0.460
H 1.165213 -3.399119 1.860867 -1.2 -0.8 -1.0 0.477
H 0.161003 0.519393 1.132179 0.1 0.1 -0.7 0.466
H -1.976292 -1.247145 -1.599306 0.6 0.8 -0.5 0.243
H -0.257718 0.811762 3.569361 0.1 -0.1 -0.1 0.500
H -1.862595 0.303064 0.241123 -0.2 0.9 -0.5 0.232
```
Positions in Å, forces in eV/Å.

Properties
* HOMO-LUMO gap: 0.38080 Ha
* spin multiplicity: 1
* charge: +1
* LUMO: -2.8 eV
* relative energy (zero: lowest compared OMol25 entry of this formula, charge and spin): 160.11 kJ/mol